A | This record from the Open Molecules 2025 dataset describes an isolated ion of composition C4H12N4 and charge +2. The level of theory is the ωB97M-V functional and the def2-TZVPD basis.

Cartesian coordinates (Å):
1 N 2.181 1.088 1.099
2 H -2.017 0.690 0.055
3 N 0.170 -2.439 -1.292
4 C -1.728 -0.943 -1.798
5 H 0.664 1.033 2.391
6 N 0.531 -0.350 -0.071
7 N -1.331 1.180 0.636
8 C -0.437 -1.339 -1.095
9 H -0.293 -3.029 -2.026
10 H -1.740 0.070 -1.694
11 C 0.847 1.352 1.432
12 H 0.964 -2.816 -0.797
13 H -1.661 1.772 1.344
14 H -2.624 -1.304 -1.362
15 H 2.871 1.040 1.869
16 H 2.751 1.910 0.642
17 H -1.737 -1.363 -2.764
18 H 0.551 2.369 1.342
19 C -0.109 0.607 0.567
20 H 2.113 0.250 0.431

Values from the calculation:
SMILES string   C/C(N)=N\C(=[NH2+])C[NH3+]
HOMO level   -0.68312 Eh
HOMO-LUMO gap   10.526 eV
Total charge   +2

natural (NBO) atomic charge list, values in e, 5 entries: -0.7078, 0.4114, -0.6284, -0.7041, 0.2587

B | This record from the Open Molecules 2025 dataset describes a 2-piece molecular cluster, C4H12N4 overall. The level of theory is the ωB97M-V functional and the def2-TZVPD basis.

Cartesian coordinates (Å):
1 H 4.035 0.777 -0.354
2 H 1.939 -1.927 0.477
3 N -3.234 -0.336 -1.066
4 N 1.316 -1.337 0.952
5 N 1.937 0.568 -0.344
6 H -3.441 -0.675 -2.037
7 N -1.430 0.528 0.209
8 H -2.880 0.364 1.664
9 C -1.850 0.920 1.429
10 H 1.627 1.457 -0.725
11 C 3.323 0.217 -0.840
12 H -1.250 -0.356 -1.624
13 H -1.403 0.224 2.186
14 H 3.364 0.279 -1.979
15 C -1.928 0.015 -0.825
16 H 0.803 -1.706 1.758
17 H -1.698 1.887 1.769
18 C 1.235 -0.133 0.458
19 H -4.014 0.064 -0.482
20 H 3.550 -0.828 -0.627

Values from the calculation:
HOMO level (alpha / beta)   -0.68920 / -0.67422 Eh
HOMO-LUMO gap (alpha / beta)   8.914 / 7.270 eV
Total charge   +2

natural (NBO) atomic charge list, values in e, 5 entries: 0.2513, 0.4362, -0.7194, -0.7757, -0.5591

C | This record from the Open Molecules 2025 dataset describes an isolated ion of composition C4H12N4 and charge +2. The level of theory is the ωB97M-V functional and the def2-TZVPD basis.

Cartesian coordinates (Å):
1 C 0.844 1.103 -1.158
2 H 0.579 1.129 1.612
3 H 1.027 0.615 -2.138
4 H -1.588 1.781 0.926
5 C 0.137 0.420 0.880
6 N -0.328 -1.896 0.732
7 H -0.417 -2.758 1.313
8 N 1.125 0.290 -0.123
9 H 1.543 -2.289 -0.029
10 H 1.738 1.772 -1.267
11 N 0.621 -1.966 -0.326
12 H -1.855 0.348 -0.051
13 H 0.693 -1.018 2.252
14 H -1.270 -1.733 0.311
15 H -0.356 2.860 -0.776
16 H 0.312 -2.465 -1.158
17 C -1.107 1.087 0.243
18 C -0.500 1.796 -0.983
19 N -0.070 -0.811 1.612
20 H -1.126 1.736 -1.871

Values from the calculation:
HOMO level   -0.73201 Eh
HOMO-LUMO gap   8.513 eV
Total charge   +2

natural (NBO) atomic charge list, values in e, 5 entries: -0.3853, 0.3464, 0.3773, 0.2866, -0.0409

Energetically preferred structure: A | next structure: +302.4 kJ/mol

A | This record from the Open Molecules 2025 dataset describes one molecule with the formula C2H5NOS. The level of theory is the ωB97M-V functional and the def2-TZVPD basis.

Cartesian coordinates (Å):
1 H 0.318 -0.773 -1.952
2 O 0.830 -0.788 1.226
3 S -1.665 0.877 1.739
4 C 0.961 -0.244 -1.115
5 H 1.162 0.838 -1.504
6 N -0.932 0.442 0.293
7 H 1.929 -0.650 -1.025
8 H -1.476 -0.174 2.551
9 H -1.448 0.728 -0.466
10 C 0.320 -0.255 0.254

Values from the calculation:
SMILES string   CC(=O)NS
HOMO level   -0.32356 Eh
HOMO-LUMO gap   9.485 eV

natural (NBO) atomic charge list, values in e, 5 entries: 0.2367, -0.5763, 0.1664, -0.7184, 0.2336

B | This record from the Open Molecules 2025 dataset describes one molecule with the formula C2H5NOS. The level of theory is the ωB97M-V functional and the def2-TZVPD basis.

Cartesian coordinates (Å):
1 H -2.522 0.660 -0.208
2 H -0.952 1.437 -0.475
3 C 1.655 -0.253 -0.422
4 H -1.432 0.762 1.165
5 O 2.758 -0.031 0.042
6 S -0.961 -1.016 -0.230
7 N 0.681 -0.961 0.263
8 C -1.523 0.690 0.094
9 H 0.999 -1.412 1.141
10 H 1.298 0.125 -1.370

Values from the calculation:
SMILES string   CSNC=O
HOMO level   -0.34273 Eh
HOMO-LUMO gap   10.104 eV

natural (NBO) atomic charge list, values in e, 5 entries: 0.2258, 0.2228, 0.5242, 0.2240, -0.5799

Energetically preferred structure: B | next structure: +26.0 kJ/mol

A | This record from the Open Molecules 2025 dataset describes a 7-piece molecular cluster, CH16O6S overall. The level of theory is the ωB97M-V functional and the def2-TZVPD basis.

Cartesian coordinates (Å):
1 O -2.695 -0.573 -2.545
2 O 1.492 0.958 -1.180
3 H 1.183 -2.731 1.064
4 H 0.214 4.074 -0.757
5 O 0.160 2.081 -3.281
6 O 1.461 -3.678 0.913
7 H -0.199 2.864 -2.993
8 H -1.875 -0.080 -2.868
9 C -0.832 -1.472 2.707
10 H 1.067 2.136 -3.067
11 H -0.380 -2.057 3.400
12 O 2.244 2.112 1.511
13 H -1.421 -0.661 3.213
14 H 3.088 1.606 1.790
15 H 2.784 2.681 0.970
16 H -0.078 -1.146 2.026
17 H 1.134 4.140 0.320
18 O 1.165 3.812 -0.599
19 H 1.794 0.935 -0.280
20 H -2.368 -1.280 -2.020
21 S -2.048 -2.154 1.490
22 H 1.176 1.832 -1.244
23 H -1.336 -3.323 1.185
24 H 2.353 -3.399 0.640

Values from the calculation:
SMILES string   CS.O.O.O.O.O.O
HOMO level   -0.33072 Eh
HOMO-LUMO gap   8.878 eV

natural (NBO) atomic charge list, values in e, 5 entries: -0.9515, -0.9550, 0.4578, 0.4736, -0.9203

B | This record from the Open Molecules 2025 dataset describes a 7-piece molecular cluster, CH16O6S overall. The level of theory is the ωB97M-V functional and the def2-TZVPD basis.

Cartesian coordinates (Å):
1 H 0.086 1.463 2.493
2 O -0.924 -0.104 -1.506
3 H 2.484 1.415 1.450
4 O 0.411 2.367 -1.258
5 O -0.167 -3.028 -1.970
6 O 2.146 -2.053 -1.317
7 H 0.312 1.822 -0.501
8 O -3.107 -0.312 0.379
9 H 2.431 -2.867 -0.965
10 H 1.988 -1.508 -0.515
11 H -0.764 -2.371 -2.282
12 H 0.386 -2.490 -1.335
13 O -1.789 2.085 1.155
14 H -0.432 -0.184 2.043
15 H -2.927 -0.930 -0.371
16 S 1.869 0.220 1.249
17 H -2.080 2.834 1.693
18 C 0.365 0.463 2.383
19 H 0.686 0.221 3.411
20 H 1.256 2.099 -1.704
21 H -1.311 0.806 -1.779
22 H -1.790 2.245 0.237
23 H -4.043 -0.424 0.534
24 H -0.941 -0.058 -0.562

Values from the calculation:
SMILES string   CS.O.O.O.O.O.O
HOMO level   -0.35594 Eh
HOMO-LUMO gap   9.955 eV

natural (NBO) atomic charge list, values in e, 5 entries: 0.2308, -0.9560, 0.1506, -0.9631, -0.9652

Energetically preferred structure: B | next structure: +58.7 kJ/mol

A | This record from the Open Molecules 2025 dataset describes C5H5N3 as an isolated structure. The level of theory is the ωB97M-V functional and the def2-TZVPD basis.

Cartesian coordinates (Å):
1 C 1.539 0.975 -0.107
2 N 1.248 -1.381 -0.219
3 H 3.219 -0.977 0.452
4 H -1.293 -1.678 0.958
5 C 2.134 -0.315 -0.002
6 C -1.281 0.993 -0.038
7 N 0.026 -0.792 -0.343
8 H -3.031 -0.197 0.193
9 H 1.932 2.013 -0.212
10 N -1.218 -1.310 -0.187
11 C -1.940 -0.191 -0.126
12 C 0.144 0.677 -0.231
13 H -1.478 2.183 -0.139

Values from the calculation:
HOMO level   -0.30493 Eh
HOMO-LUMO gap   8.560 eV

natural (NBO) atomic charge list, values in e, 5 entries: -0.3854, -0.2959, 0.2472, 0.3982, -0.0450

B | This record from the Open Molecules 2025 dataset describes one molecule with the formula C5H5N3. The level of theory is the ωB97M-V functional and the def2-TZVPD basis.

Cartesian coordinates (Å):
1 C 0.035 0.707 0.140
2 H -1.647 1.976 -0.352
3 C -1.270 -1.206 0.023
4 H -1.441 -2.154 0.544
5 C -2.018 0.009 -0.117
6 H 1.831 2.280 0.147
7 N 0.004 -0.712 0.018
8 N 1.308 -1.198 -0.080
9 C 1.467 1.164 0.083
10 C 1.960 -0.118 -0.062
11 H -3.083 0.310 0.026
12 H 3.013 -0.109 -0.221
13 N -1.273 1.105 -0.016

Values from the calculation:
SMILES string   c1cc2[nH]ccn2n1
HOMO level   -0.28695 Eh
HOMO-LUMO gap   8.538 eV

natural (NBO) atomic charge list, values in e, 5 entries: 0.2976, 0.4267, -0.1229, 0.2482, -0.0530

C | This record from the Open Molecules 2025 dataset describes one molecule with the formula C5H5N3. The level of theory is the ωB97M-V functional and the def2-TZVPD basis.

Cartesian coordinates (Å):
1 C 1.046 0.321 -1.043
2 H -0.941 -4.060 0.638
3 C 0.027 0.257 0.155
4 C -0.979 -2.952 0.853
5 N -0.859 -0.723 0.623
6 H 0.413 3.477 0.421
7 H 1.707 -0.361 -1.531
8 N -0.339 1.476 0.561
9 H -1.425 -2.618 2.028
10 C 0.431 2.350 -0.123
11 C 1.234 1.693 -1.114
12 H 1.820 2.016 -1.862
13 N -0.535 -1.963 -0.049

Values from the calculation:
SMILES string   C=N/N=C1\C=CC=N1
HOMO level   -0.33502 Eh
HOMO-LUMO gap   7.551 eV

natural (NBO) atomic charge list, values in e, 5 entries: -0.2133, 0.1980, 0.3139, -0.0699, -0.1652

D | This record from the Open Molecules 2025 dataset describes one molecule with the formula C5H5N3. The level of theory is the ωB97M-V functional and the def2-TZVPD basis.

Cartesian coordinates (Å):
1 C -0.901 -0.562 0.666
2 H 0.284 1.715 0.268
3 N -1.993 -0.962 1.230
4 C 1.562 -0.868 1.443
5 H 2.527 -0.888 1.953
6 N -1.044 0.212 -0.525
7 C 0.910 0.832 -1.393
8 N 1.731 0.507 -2.128
9 H -0.590 2.196 -1.136
10 H -2.064 0.420 -0.584
11 C 0.416 -0.757 1.167
12 C -0.188 1.304 -0.657
13 H -1.814 -1.439 2.100

Values from the calculation:
SMILES string   [H]/N=C(\C#C)NCC#N
HOMO level   -0.36175 Eh
HOMO-LUMO gap   10.263 eV

natural (NBO) atomic charge list, values in e, 5 entries: 0.3612, 0.2258, -0.6332, -0.1188, 0.2510

Energetically preferred structure: B | next structure: +7.9 kJ/mol